59
Properties=species:S:1:pos:R:3:forces:R:3 method="wB97M-V/def2-TZVPD" orbital_gap_ev="4.60 / 3.79" de_lowest_kcal_mol=19.0 multiplicity=1 total_charge=+1
Au 0.12880 0.50480 -0.07500 0.406 -0.338 -0.252
Br -2.97890 -3.85350 0.45440 0.003 -0.039 0.189
C -2.13970 -2.90550 1.84810 0.391 0.762 -0.499
C -2.29500 -3.28980 3.16550 0.181 0.230 0.395
C -1.68030 -2.57280 4.17370 0.048 0.135 -0.035
Br -1.91730 -3.14030 5.96480 0.048 0.015 -0.119
C -0.88940 -1.42720 3.88560 -0.424 -0.372 0.247
C -0.23460 -0.66040 4.86630 0.150 0.267 -0.123
C 0.50820 0.43430 4.49570 -0.106 -0.321 0.013
C 0.57700 0.77310 3.14230 0.234 0.493 -0.036
N -0.02000 0.06170 2.21080 0.523 0.767 -1.340
C -0.73000 -1.02640 2.53380 -0.773 -1.037 -0.533
C -1.35160 -1.78090 1.44750 -0.497 -1.176 1.413
O -1.22220 -1.47120 0.25060 0.214 0.725 -1.362
H -2.89930 -4.15400 3.39950 -0.002 -0.030 0.057
H -0.32560 -0.94290 5.90410 0.016 -0.005 0.065
H 1.03910 1.02200 5.22620 0.038 0.110 0.022
H 1.13080 1.63680 2.80430 0.047 0.106 0.051
B 2.66650 0.81650 -2.54340 0.167 1.034 -0.144
N 1.33470 0.22020 -2.98450 0.226 -0.270 -0.535
C 1.06780 -0.28400 -4.19740 -0.247 -0.107 0.360
C -0.21890 -0.78760 -4.19650 -0.188 0.171 0.390
C -0.68810 -0.54100 -2.90960 -0.251 -0.253 -0.428
N 0.26000 0.07980 -2.21390 -0.474 0.665 1.442
N 3.05880 0.31900 -1.14750 0.483 -0.436 -0.193
C 4.32180 0.06710 -0.78600 -0.249 -0.088 0.279
C 4.34210 -0.29690 0.54630 -0.365 0.063 0.083
C 3.00970 -0.24050 0.93500 0.544 -0.133 0.267
N 2.25630 0.13810 -0.09620 -0.970 -0.070 0.388
H 2.58800 2.01260 -2.52470 -0.182 0.332 0.122
H 3.50300 0.47770 -3.31470 0.166 -0.158 -0.143
H 1.79790 -0.27650 -4.98170 0.248 0.054 0.009
H -0.73890 -1.26500 -5.00030 -0.097 -0.118 -0.128
H -1.61340 -0.81760 -2.44940 -0.236 -0.066 0.148
H 5.12780 0.17090 -1.48230 0.073 0.007 -0.256
H 5.18640 -0.57570 1.13980 0.174 -0.034 0.137
H 2.58640 -0.44750 1.89640 -0.172 -0.118 0.126
C -0.63990 3.80570 -1.14410 0.045 0.056 0.008
C -1.53150 3.47960 0.04970 0.390 -0.507 0.005
P -1.95330 1.69240 -0.01340 -0.833 0.171 0.400
C -3.09970 1.50580 -1.43940 0.511 -0.401 -0.081
C -4.10520 2.63470 -1.65960 0.128 0.054 0.167
C -2.93890 1.31120 1.49900 0.604 -0.367 -0.126
C -4.13400 2.19960 1.82280 0.107 0.026 -0.251
H -0.30730 4.84020 -1.10320 0.014 0.022 -0.061
H -1.17820 3.64850 -2.07760 0.038 0.062 -0.111
H 0.23880 3.15780 -1.15430 0.073 0.131 -0.070
H -2.44450 4.08090 0.04370 -0.003 -0.213 0.070
H -1.00870 3.66540 0.99280 -0.068 -0.015 -0.022
H -3.61320 0.54990 -1.28610 0.142 0.025 -0.048
H -2.46750 1.40020 -2.32660 -0.105 -0.067 0.045
H -4.78770 2.75020 -0.82340 -0.057 0.014 -0.016
H -4.69070 2.41510 -2.55080 0.002 -0.013 0.007
H -3.60200 3.58460 -1.81640 -0.004 0.107 -0.093
H -2.21950 1.35650 2.32200 -0.069 -0.095 -0.037
H -3.25340 0.26700 1.39060 0.139 0.041 0.076
H -3.84650 3.24810 1.83360 -0.133 0.122 0.020
H -4.50790 1.93900 2.81130 0.012 -0.003 0.014
H -4.94150 2.04660 1.11290 -0.080 0.084 0.025

=====

70
Properties=species:S:1:pos:R:3:forces:R:3 method="wB97M-V/def2-TZVPD" orbital_gap_ev=6.31 multiplicity=1 total_charge=-1
C 0.70161 -0.43935 -3.57078 -0.085 1.429 0.298
C -0.66067 -0.27183 -2.68802 1.664 -1.236 -1.146
I -1.33694 1.78907 -3.15895 0.249 -0.669 0.520
C -1.85703 -1.24454 -3.15075 0.080 1.634 -0.568
I -1.04113 -3.01476 -4.22498 -0.525 0.456 0.316
Nb -3.33652 -1.83878 -1.53311 -1.162 -2.712 0.042
O -3.93532 -3.54275 -2.58366 0.572 2.961 0.282
S -2.64828 -0.01973 0.03865 -0.056 0.501 -0.674
Br -1.54465 -3.40748 -0.30174 -0.531 0.861 -0.423
I -5.34320 -2.54037 0.40844 0.795 0.352 -1.080
C -4.95530 -0.57079 -2.53342 -3.059 2.258 -2.162
C -5.82265 -1.15822 -3.71687 -1.070 3.725 0.497
C -6.91733 -0.30099 -4.45360 1.238 1.403 2.236
C -7.24193 1.16948 -4.07019 3.323 -2.279 2.439
C -6.39943 1.76003 -2.87913 0.355 -3.358 -1.314
C -5.30898 0.90282 -2.13682 -2.202 -0.635 -2.912
H 1.38853 0.47041 -3.38035 -1.243 -1.447 -0.129
H 0.42045 -0.38754 -4.67552 0.564 -0.429 1.472
H 1.30798 -1.35599 -3.27169 -1.116 1.028 -0.566
H -0.32712 -0.38926 -1.60572 -1.050 0.469 -1.318
H -2.45768 -0.67886 -3.96288 1.093 -1.133 1.101
H -3.99759 -3.39235 -3.55189 0.194 -0.301 0.715
H -2.75581 1.24114 -0.52432 -0.001 -1.099 0.115
H -5.71227 -2.22641 -4.10065 -0.047 1.677 0.815
H -7.54445 -0.77093 -5.29719 1.221 0.674 1.479
H -8.05008 1.79605 -4.59996 1.509 -1.223 0.934
H -6.60104 2.84310 -2.57687 0.431 -1.768 -0.315
H -4.78165 1.42564 -1.27778 -0.720 -0.969 -1.299
C -7.10688 -6.06005 6.29537 0.175 -0.124 -0.258
C -8.16439 -4.98374 6.14957 0.018 -0.374 0.522
O -7.89061 -4.15891 5.00821 -0.287 0.138 -0.890
C -8.30961 -4.63869 3.81691 -0.342 -0.888 1.423
O -8.87759 -5.69097 3.67330 0.383 0.841 -0.334
C -7.99987 -3.64178 2.70284 0.862 1.280 -1.822
F -6.75753 -3.12601 2.80251 -0.976 -0.675 0.996
F -8.85242 -2.59287 2.71657 -0.037 -0.521 0.462
F -8.09008 -4.18816 1.47854 -0.258 -0.266 0.964
H -6.10879 -5.61559 6.32902 -0.121 0.025 0.104
H -7.26779 -6.63809 7.20833 -0.020 0.076 -0.051
H -7.12230 -6.74483 5.44442 -0.104 0.029 0.100
H -8.14404 -4.32803 7.02292 0.060 0.183 -0.297
H -9.16924 -5.41095 6.09052 0.133 0.050 -0.240
C 5.66301 2.95114 0.79734 0.069 -0.160 -0.296
C 4.33258 3.55458 0.39268 0.168 -0.042 0.777
O 4.19235 3.55574 -1.03661 -0.430 -0.457 -0.875
C 3.76178 2.40161 -1.58940 0.152 0.109 1.925
O 3.50425 1.40631 -0.96476 0.101 0.491 -0.983
C 3.60962 2.55951 -3.10005 -0.280 0.103 -2.007
F 4.65426 3.20517 -3.66362 -0.130 -0.155 0.558
F 2.50609 3.26776 -3.42108 0.370 -0.228 0.579
F 3.50754 1.38057 -3.73911 0.187 0.355 0.741
H 6.48618 3.46498 0.29648 -0.131 0.047 0.160
H 5.80681 3.02277 1.87759 -0.039 0.042 -0.098
H 5.72188 1.89891 0.50897 -0.093 0.052 0.100
H 4.28975 4.59785 0.71327 -0.042 -0.028 -0.360
H 3.49398 3.03732 0.86673 0.058 -0.067 -0.283
C 11.80614 3.01544 0.25390 -0.141 0.325 -0.005
C 11.24439 1.99441 1.22328 0.423 -0.267 -0.608
O 10.64090 2.64744 2.35135 -0.962 0.339 0.480
C 9.37465 3.07987 2.17643 0.962 -0.956 -1.419
O 8.75073 2.95358 1.15502 0.145 0.372 1.041
C 8.84324 3.70455 3.46412 -0.729 0.949 1.624
F 9.74061 4.52441 4.05068 -0.067 -0.380 -0.519
F 8.52533 2.76665 4.38156 0.246 0.000 -0.626
F 7.73192 4.43738 3.26550 0.544 -0.476 -0.397
H 12.49632 3.69154 0.76543 0.032 -0.165 -0.019
H 12.33590 2.52093 -0.56320 -0.052 -0.002 0.094
H 11.01178 3.63292 -0.17175 0.022 -0.152 -0.030
H 12.05435 1.37553 1.61529 -0.185 0.172 0.269
H 10.53329 1.32297 0.73465 -0.101 0.232 0.144

=====

58
Properties=species:S:1:pos:R:3:forces:R:3 method="wB97M-V/def2-TZVPD" smiles="CCCOc1c(S(C)(=O)=O)c(CCCCCN)c2nsnc2c1Br.Fc1ccccc1" orbital_gap_ev=6.49 multiplicity=1 total_charge=0
C -3.35497 2.84847 4.03921 0.996 -0.013 -0.054
C -2.01793 2.19043 4.73415 0.542 0.316 -1.418
C -1.69319 0.70381 4.03982 -0.893 1.254 2.860
O -0.84336 0.98978 2.87309 2.950 -3.383 0.885
C 0.34452 0.12367 2.81764 2.023 -0.737 0.957
C 0.53023 -0.84192 1.46477 4.627 -1.443 2.985
S -0.68252 -0.90709 0.03456 -2.289 3.953 -5.117
C -1.36472 -2.65753 -0.29905 0.389 -1.730 0.005
O 0.02948 -0.50071 -1.31423 -1.372 -2.047 5.022
O -1.92865 0.00197 0.20950 4.044 -3.283 0.761
C 1.87480 -1.77464 1.36803 -1.361 0.926 0.975
C 2.25414 -2.76295 0.07477 0.939 1.339 0.090
C 3.52094 -1.97849 -0.68520 -0.448 0.096 0.727
C 4.06860 -2.76482 -2.01530 0.339 1.278 -0.185
C 3.23753 -2.31758 -3.38092 0.741 0.058 0.528
C 3.48791 -0.71788 -3.76886 0.479 -0.137 -0.342
N 2.25362 -0.15639 -4.48354 0.820 -1.229 -0.758
C 3.00466 -1.79695 2.59842 1.453 0.499 2.234
N 4.28357 -2.59868 2.69993 -3.515 3.104 1.620
S 5.07696 -2.25168 4.22258 -4.804 2.257 -2.255
N 3.99836 -1.03184 4.93678 -2.954 -1.290 -5.055
C 2.86238 -0.86822 3.94280 0.491 -0.925 -0.913
C 1.51795 0.10098 4.00936 -0.657 -1.187 -2.658
Br 1.40832 1.28689 5.66534 0.001 -1.548 -2.325
H -3.14496 2.99216 2.87421 -0.553 -0.504 2.547
H -3.49245 3.92250 4.48401 -0.118 -2.140 -0.770
H -4.26971 2.13648 4.20805 1.598 1.641 -0.343
H -1.10551 2.89051 4.41556 -1.887 -1.605 0.883
H -2.04351 2.14991 5.90582 -0.185 -0.091 -2.322
H -1.16704 0.06208 4.87677 -0.766 1.116 -2.060
H -2.72321 0.20552 3.79461 2.137 0.809 -0.191
H -2.39858 -2.85057 0.21507 2.102 0.798 -0.865
H -1.45079 -2.78698 -1.47137 0.195 0.816 2.486
H -0.59437 -3.47598 0.05993 -1.519 1.793 -0.541
H 2.67613 -3.80408 0.43498 -1.214 2.128 -0.509
H 1.39101 -2.84008 -0.71218 1.548 0.077 1.814
H 4.36084 -1.86895 0.13992 -1.609 -0.248 -1.868
H 3.10310 -0.90170 -0.93014 0.998 -2.193 0.294
H 4.07748 -3.92151 -1.83197 -0.072 2.193 -0.461
H 5.18640 -2.39062 -2.19568 -2.313 -0.998 0.476
H 3.68080 -2.93637 -4.27239 -1.188 0.988 1.671
H 2.08292 -2.55321 -3.20795 2.428 0.664 -0.560
H 3.76631 -0.05995 -2.82845 -0.804 -1.434 -1.785
H 4.40435 -0.59314 -4.51995 -1.719 -0.622 1.767
H 2.52934 0.18198 -5.44941 -0.471 -0.652 1.653
H 1.59823 -0.96757 -4.63160 0.868 1.320 0.118
F -5.21507 2.68497 -0.34857 -0.146 -0.012 0.260
C -4.62616 2.80364 -1.54594 0.568 0.099 -1.115
C -3.41342 2.16419 -1.77835 -0.038 -0.028 0.154
C -2.80242 2.28328 -3.02659 -0.396 0.259 -0.041
C -3.40632 3.05029 -4.02597 -0.014 -0.022 0.054
C -4.62112 3.69243 -3.78132 0.253 -0.250 0.211
C -5.23727 3.56398 -2.53677 -0.070 0.014 0.089
H -2.95512 1.57954 -0.98741 -0.049 0.049 -0.098
H -1.85807 1.78088 -3.22086 -0.147 0.070 0.123
H -2.92719 3.14655 -4.99795 -0.093 -0.009 0.178
H -5.08720 4.29222 -4.55934 0.047 -0.109 0.162
H -6.18603 4.04900 -2.33244 0.090 -0.043 0.022

=====

60
Properties=species:S:1:pos:R:3:forces:R:3 method="wB97M-V/def2-TZVPD" orbital_gap_ev="8.78 / 8.94" de_lowest_kcal_mol=4.1 multiplicity=4 total_charge=0 s2=3.755
Co 0.10033 -0.43102 -1.42607 -1.048 -0.007 -0.197
O -1.52455 1.22532 -1.49727 0.211 -0.154 0.067
C -2.83749 0.71281 -1.73633 -0.153 -0.117 -0.241
C -2.71080 -0.19389 -2.94561 0.053 0.087 0.202
N -1.87684 -1.35650 -2.65329 0.074 -0.047 0.012
C -1.32540 -1.92063 -3.87959 0.361 0.376 -0.217
C -0.03269 -1.16421 -4.27775 -0.561 -0.265 -0.103
O 0.20537 -0.97120 -5.45849 0.134 0.010 0.065
O 0.70039 -0.83082 -3.28069 0.502 0.374 0.214
C -2.53126 -2.31159 -1.76287 0.011 0.169 0.275
C -2.07401 -2.09051 -0.31313 0.009 0.125 -0.071
O -2.87168 -2.15873 0.61181 0.077 -0.175 -0.042
O -0.81523 -1.82570 -0.20611 0.307 0.236 0.117
H -1.45897 1.59384 -0.60784 0.049 -0.074 0.012
H -3.52124 1.53711 -1.95845 0.008 -0.047 0.023
H -3.21144 0.16084 -0.86874 0.030 0.055 0.023
H -2.22110 0.38638 -3.73130 -0.061 -0.057 -0.084
H -3.70670 -0.49735 -3.29633 0.002 0.053 -0.025
H -2.02812 -1.87352 -4.71707 -0.014 -0.092 0.014
H -1.03278 -2.95842 -3.71867 -0.062 0.001 0.058
H -2.23061 -3.32416 -2.03283 -0.054 -0.003 -0.010
H -3.62260 -2.24363 -1.80352 0.006 -0.051 -0.061
Cl 3.88339 0.67674 -0.06407 0.111 0.065 0.076
C 3.60147 -0.64614 -1.20067 -0.128 0.018 -0.064
Cl 2.23198 -1.66834 -0.71088 0.323 -0.164 0.118
H 4.49527 -1.25779 -1.21694 -0.080 -0.069 -0.052
H 3.35905 -0.22293 -2.16781 -0.011 -0.025 -0.005
O 0.16889 0.61396 0.61399 0.076 -0.045 -0.336
S -0.65982 -0.02108 1.71907 0.518 0.456 0.782
C 0.44145 -1.08202 2.65801 -0.070 -0.238 -0.216
C -0.11435 -2.06586 3.45851 -0.091 0.026 -0.137
C 0.72996 -2.86446 4.21489 -0.022 0.029 0.056
C 2.10503 -2.68662 4.14384 -0.008 -0.075 0.016
C 2.64610 -1.71226 3.31635 -0.055 0.033 0.040
C 1.80753 -0.89204 2.57839 0.042 0.089 -0.055
C -0.63716 1.27820 2.98740 -0.485 -0.012 -0.181
C -1.62050 1.20897 3.96404 -0.024 -0.020 -0.050
C -1.74137 2.23660 4.88566 0.012 -0.002 0.025
C -0.88522 3.32782 4.82273 -0.001 0.030 0.034
C 0.10707 3.38092 3.85422 -0.025 -0.052 -0.021
C 0.23214 2.35317 2.93010 0.097 -0.049 -0.188
H -1.18835 -2.20885 3.46545 0.003 -0.071 0.006
H 0.31350 -3.63137 4.85428 0.002 -0.016 -0.015
H 2.75558 -3.32057 4.73199 0.020 -0.004 -0.016
H 3.71877 -1.58911 3.24495 0.006 0.023 0.020
H 2.20083 -0.11932 1.93306 0.028 -0.019 -0.023
H -2.29815 0.36312 3.98487 -0.045 0.030 0.012
H -2.51997 2.19691 5.63578 0.013 -0.001 0.017
H -1.00322 4.14573 5.52128 0.029 -0.015 0.025
H 0.77355 4.23175 3.79877 0.003 -0.005 0.035
H 0.98572 2.38939 2.15352 -0.019 0.005 -0.017
C 2.58894 1.91279 -3.84348 -0.144 -0.077 0.165
C 1.29840 2.14732 -3.08263 0.157 -0.016 -0.408
O 1.32271 1.45169 -1.82295 -0.048 -0.179 0.134
H 2.55198 2.44637 -4.79293 0.032 0.000 -0.033
H 2.68942 0.84893 -4.05676 0.005 -0.003 -0.054
H 3.45016 2.26356 -3.27293 0.025 0.017 0.001
H 0.46500 1.76192 -3.67006 -0.057 0.031 0.105
H 1.15023 3.21534 -2.91202 -0.088 -0.034 0.113
H 1.22144 2.07316 -1.09688 0.018 -0.059 0.061